Arrangement P

ORCA calculation (ωB97M-V/def2-TZVPD) on a cluster of 2 separate species, CH5NOS in total.

HOMO level (alpha / beta)   -7.987 / -7.996 eV
Frontier orbital gap (alpha / beta)   8.13 / 8.20 eV

Each atom is followed by the atoms it is bonded to, with distances in Å.
CARTESIAN COORDINATES (ANGSTROEM)
1 H 0.59981 -2.23129 1.75815  N8 1.000
2 H -1.31698 0.50580 0.78291  C6 1.102
3 S -0.23050 -1.32917 -0.17710  C6 1.686, N8 1.582
4 H 1.03334 1.82902 -1.52000  O7 1.010
5 H 1.86229 1.16931 -0.31667  O7 0.942
6 C -1.30982 -0.03362 -0.17819  H2 1.102, S3 1.686, H9 1.030
7 O 0.99945 1.42723 -0.59398  H4 1.010, H5 0.942
8 N -0.02010 -1.54650 1.37598  H1 1.000, S3 1.582
9 H -1.61750 0.20922 -1.13111  C6 1.030

Arrangement Q

ORCA calculation (ωB97M-V/def2-TZVPD) on an isolated molecule of CH5NOS.

HOMO level   -9.670 eV
Frontier orbital gap   10.26 eV
SMILES string   C[S@H](=N)=O

Each atom is followed by the atoms it is bonded to, with distances in Å.
CARTESIAN COORDINATES (ANGSTROEM)
1 N -0.12498 -1.19284 -1.36545  S4 1.573, H6 1.083
2 H 1.56639 0.40331 0.19306  C8 1.007
3 H 0.69768 1.80165 0.14958  C8 1.133
4 S -0.48169 -0.45722 -0.02171  N1 1.573, H5 1.344, O7 1.619, C8 1.809
5 H -0.01458 -1.40590 0.80821  S4 1.344
6 H -0.74995 -0.78185 -2.14798  N1 1.083
7 O -2.05343 -0.11077 0.15786  S4 1.619
8 C 0.71083 0.75766 0.58928  H2 1.007, H3 1.133, S4 1.809, H9 1.104
9 H 0.44972 0.98596 1.63716  C8 1.104

Arrangement R

ORCA calculation (ωB97M-V/def2-TZVPD) on a cluster of 2 separate species, CH5NOS in total.

HOMO level   -9.075 eV
Frontier orbital gap   8.22 eV

Each atom is followed by the atoms it is bonded to, with distances in Å.
CARTESIAN COORDINATES (ANGSTROEM)
1 H 1.48440 0.28287 0.72849  C7 1.072
2 H 1.02619 -1.58991 -1.90537  O5 0.971
3 H -0.23549 -1.01482 -1.23331  O5 0.960
4 N 1.38703 2.50158 -0.66139  S8 1.471
5 O 0.13133 -1.81952 -1.60598  H2 0.971, H3 0.960
6 H 0.26239 1.01581 1.72906  C7 0.989
7 C 0.44781 0.46731 0.92758  H1 1.072, H6 0.989, S8 1.928, H9 1.086
8 S 0.12355 1.77859 -0.44852  N4 1.471, C7 1.928
9 H -0.15931 -0.42670 0.82424  C7 1.086

Which is more stable than every other structure shown? arrangement R is more stable than every other one.